(1)
The following is a quantum chemistry calculation of 10 unconnected molecules or ions with the total composition C18H54ClO13 at a distorted geometry, from OMol25.

Computed properties:
frontier orbital gap = 0.3507 Eh
total charge = -1
spin multiplicity = 1
LUMO = 2.5 eV
highest occupied orbital energy = -7.045 eV
energy = -2156.2382 hartree

Geometry as XYZ:
```
86
C18H54ClO13 (wB97M-V/def2-TZVPD)
Cl 0.079 -0.542 0.723
O -0.728 -1.652 0.279
O -0.646 0.704 0.629
O 0.463 -0.788 2.094
O 1.330 -0.415 -0.016
C -1.906 -6.373 0.683
C -1.396 -4.965 0.366
O -1.365 -4.229 1.567
H -1.428 -6.810 1.556
H -1.821 -7.043 -0.175
H -2.978 -6.266 0.867
H -2.065 -4.560 -0.401
H -0.375 -4.993 -0.039
H -1.185 -3.301 1.344
C 0.468 2.085 -2.544
C 0.157 2.052 -4.008
O 1.111 2.806 -4.767
H 0.647 3.025 -2.019
H 1.438 1.596 -2.365
H -0.203 1.477 -1.936
H -0.831 2.490 -4.215
H 0.112 1.047 -4.436
H 1.338 2.382 -5.591
C -4.599 1.591 -1.759
C -3.104 1.694 -1.582
O -2.863 2.565 -0.482
H -4.994 2.547 -2.108
H -5.108 1.327 -0.832
H -4.885 0.845 -2.505
H -2.623 2.132 -2.463
H -2.627 0.716 -1.473
H -2.046 2.312 -0.035
C -0.871 -2.686 -2.858
C -1.705 -1.903 -3.895
O -0.868 -1.110 -4.744
H -1.604 -3.196 -2.235
H -0.238 -2.002 -2.298
H -0.232 -3.392 -3.392
H -2.437 -1.268 -3.404
H -2.177 -2.648 -4.547
H -0.022 -1.557 -4.827
C 4.099 -0.635 2.611
C 4.387 -1.306 3.954
O 3.576 -0.824 5.010
H 3.204 -0.974 2.073
H 4.851 -0.935 1.873
H 3.872 0.432 2.625
H 5.430 -1.223 4.268
H 4.201 -2.364 3.763
H 4.019 -0.082 5.423
C -1.435 4.323 2.615
C -1.691 3.195 3.642
O -0.835 2.070 3.455
H -0.369 4.533 2.552
H -2.030 5.164 2.982
H -1.870 4.033 1.660
H -2.736 2.916 3.450
H -1.496 3.562 4.648
H -0.973 1.840 2.521
C 4.713 2.946 1.045
C 3.229 3.183 0.713
O 2.387 2.358 1.480
H 5.430 3.622 0.565
H 5.125 1.960 0.824
H 4.879 3.121 2.112
H 3.074 3.078 -0.364
H 2.961 4.204 1.010
H 1.889 1.711 0.968
C 3.363 -1.046 -3.512
C 4.273 -0.799 -2.311
O 3.841 0.336 -1.584
H 2.313 -1.189 -3.247
H 3.620 -1.911 -4.136
H 3.413 -0.217 -4.223
H 5.268 -0.552 -2.682
H 4.335 -1.665 -1.649
H 3.023 0.089 -1.133
C -3.668 -0.154 2.174
C -4.717 -1.029 2.832
O -4.346 -1.210 4.207
H -3.664 0.807 2.681
H -3.965 -0.037 1.128
H -2.693 -0.635 2.158
H -4.905 -1.971 2.308
H -5.685 -0.508 2.806
H -4.914 -1.910 4.548
```

(2)
The following is a quantum chemistry calculation of a molecular structure, C18H54AlN10O6P3 at a distorted geometry, from OMol25.

Computed properties:
frontier orbital gap = 0.0603 Eh
total charge = +2
spin multiplicity = 1
LUMO = -11.0 eV
highest occupied orbital energy = -12.644 eV
energy = -2982.9730 hartree

Geometry as XYZ:
```
92
C18H54AlN10O6P3 (wB97M-V/def2-TZVPD)
Al 0.808 -0.287 0.094
N -1.161 -3.819 -0.095
O -1.850 -4.061 -1.084
O -1.288 -4.498 0.940
O -0.407 -2.923 -0.077
O 0.281 2.260 -1.272
P 0.487 3.593 -1.927
N 1.795 3.786 -3.002
C 2.416 2.611 -3.559
C 2.063 4.993 -3.749
N 0.668 4.853 -0.762
C -0.518 5.333 -0.016
C 1.964 5.080 -0.108
N -0.923 4.144 -2.863
C -1.037 5.502 -3.333
C -1.684 3.215 -3.736
H 2.212 1.762 -2.907
H 3.483 2.720 -3.752
H 1.963 2.276 -4.494
H 1.830 5.947 -3.278
H 1.509 4.989 -4.690
H 3.094 5.068 -4.097
H -0.202 5.808 0.911
H -1.082 6.051 -0.610
H -1.106 4.433 0.167
H 2.824 4.917 -0.759
H 2.105 6.137 0.116
H 1.988 4.417 0.757
H -2.065 5.850 -3.228
H -0.419 6.209 -2.779
H -0.588 5.527 -4.327
H -1.640 2.187 -3.375
H -1.157 3.155 -4.690
H -2.719 3.498 -3.922
O -2.019 -0.043 0.931
P -3.455 0.368 1.089
N -3.877 1.410 -0.166
C -4.167 0.768 -1.486
C -3.213 2.649 -0.344
N -3.742 1.234 2.582
C -4.859 2.165 2.774
C -3.323 0.631 3.838
N -4.676 -0.843 1.116
C -6.041 -0.542 1.409
C -4.280 -2.213 1.391
H -3.344 0.847 -2.196
H -4.994 1.298 -1.959
H -4.466 -0.267 -1.321
H -3.106 3.203 0.589
H -3.780 3.336 -0.974
H -2.264 2.467 -0.850
H -4.588 3.204 2.967
H -5.521 2.137 1.909
H -5.468 1.888 3.636
H -4.076 -0.010 4.300
H -2.417 0.042 3.693
H -3.035 1.423 4.529
H -6.664 -1.406 1.179
H -6.099 -0.403 2.491
H -6.334 0.336 0.834
H -5.118 -2.798 1.769
H -3.404 -2.231 2.039
H -4.014 -2.676 0.439
O 2.408 -2.555 1.055
P 3.368 -3.679 1.082
N 3.511 -4.391 2.637
C 2.279 -4.597 3.408
C 4.736 -5.060 3.188
N 4.993 -3.256 0.706
C 5.858 -3.977 -0.259
C 5.631 -2.108 1.336
N 2.964 -4.972 0.032
C 2.565 -4.702 -1.314
C 2.297 -6.132 0.635
H 2.092 -5.662 3.549
H 1.428 -4.268 2.811
H 2.344 -4.036 4.340
H 4.416 -5.621 4.065
H 5.551 -4.343 3.272
H 5.099 -5.848 2.527
H 5.260 -4.635 -0.892
H 6.398 -3.263 -0.878
H 6.431 -4.770 0.224
H 4.986 -1.234 1.240
H 5.696 -2.382 2.389
H 6.572 -1.896 0.832
H 1.776 -3.947 -1.301
H 3.408 -4.297 -1.875
H 2.259 -5.591 -1.863
H 1.309 -5.969 1.070
H 2.941 -6.596 1.383
H 2.124 -6.915 -0.104
```